(1)
DFT (the ωB97M-V functional and the def2-TZVPD basis) results for a single C5H9IO molecule at a distorted geometry.

Geometry (Å):
C1 -1.0179 -0.0948 -1.1587
C2 -0.4483 -1.0421 0.9795
C3 1.3769 -0.4294 -0.6471
C4 0.0701 1.3627 0.5312
C5 0.0440 -0.0327 -0.0126
O1 -0.9553 -0.8389 -2.0592
I1 -2.7108 1.2077 -0.9813
H1 -0.0257 -0.9982 1.8737
H2 -0.3200 -1.9987 0.5155
H3 -1.5087 -0.8440 1.1816
H4 2.1874 -0.6145 -0.0368
H5 1.6617 0.4568 -1.2742
H6 1.3872 -1.2321 -1.2815
H7 0.9638 1.5156 1.2017
H8 -0.0603 2.0872 -0.2247
H9 -0.6441 1.4955 1.3929

As for the spin multiplicity: 1. As for the SMILES: CC(C)(C)C(=O)I. The value obtained for the energy is -15478.4020 eV. The value obtained for the HOMO energy is -9.53 eV. The value obtained for the HOMO-LUMO gap is 10.08 eV. The value obtained for the energy relative to the best compared isomer or geometry (same formula, charge and spin) is 2.66 kcal per mole.

Results of the natural (NBO) charge analysis, in e, for atoms 1 through 2: number 1, C, carries 0.5232; number 2, C, carries -0.5881



(2)
DFT (the ωB97M-V functional and the def2-TZVPD basis) results for a single C4H10N2O molecule at a distorted geometry.

Geometry (Å):
O1 -1.4145 -1.5313 1.8050
C1 -1.7540 -0.9864 0.7871
C2 -0.6822 -0.5790 -0.2282
C3 -0.0948 -1.8693 -0.7936
N1 0.3725 0.1768 0.5022
C4 1.0203 1.2230 -0.2762
N2 0.7272 2.5461 0.3470
H1 -2.7778 -1.1715 0.4191
H2 -0.9437 0.1226 -1.0225
H3 -0.4224 -2.2004 -1.7515
H4 0.9554 -1.6380 -1.0371
H5 0.0710 -2.5772 -0.0200
H6 0.0436 0.5539 1.3780
H7 0.6654 1.1929 -1.3054
H8 2.1037 1.1014 -0.1993
H9 0.7934 2.3409 1.3355
H10 1.3369 3.2956 0.0598

As for the spin multiplicity: 1. As for the SMILES: C[C@@H](C=O)NCN. The value obtained for the energy is -9336.1901 eV. The value obtained for the HOMO energy is -8.81 eV. The value obtained for the HOMO-LUMO gap is 9.67 eV. The value obtained for the energy relative to the best compared isomer or geometry (same formula, charge and spin) is 64.51 kcal per mole.

Results of the natural (NBO) charge analysis, in e, for atoms 1 through 2: number 1, O, carries -0.5086; number 2, C, carries 0.4288



(3)
DFT (the ωB97M-V functional and the def2-TZVPD basis) results for a molecular structure, C21H33N3O8P2PtSb.

Geometry (Å):
Pt1 0.8706 -1.9155 1.3807
O1 4.6434 -3.1040 0.7832
C1 3.5610 -2.5768 0.7794
N1 2.6693 -2.5800 1.8184
C2 2.5862 -3.7628 2.6655
C3 1.3878 -4.5659 2.1924
C4 1.1633 -5.8988 2.4712
C5 0.0083 -6.5057 2.0021
C6 -0.9078 -5.7748 1.2655
C7 -0.6425 -4.4466 1.0051
N2 0.4832 -3.8850 1.4565
C8 2.9931 -1.9345 -0.4639
C9 3.7261 -1.6871 -1.5981
C10 3.0682 -1.2101 -2.7269
C11 1.6992 -1.0097 -2.6838
C12 1.0075 -1.2796 -1.5163
N3 1.6644 -1.7342 -0.4486
H1 2.4447 -3.4855 3.7095
H2 3.5016 -4.3469 2.5698
H3 1.8898 -6.4506 3.0512
H4 -0.1752 -7.5501 2.2159
H5 -1.8239 -6.2141 0.9003
H6 -1.3198 -3.8045 0.4606
H7 4.7897 -1.8820 -1.5758
H8 3.6224 -1.0003 -3.6314
H9 1.1557 -0.6338 -3.5386
H10 -0.0550 -1.1176 -1.3962
O2 0.6347 0.8836 4.1811
P1 0.2739 -0.1634 3.0954
O3 0.4793 -1.6655 3.4022
O4 1.1216 0.0654 1.8167
O5 -1.2569 0.0554 2.7638
P2 -2.0529 -1.0420 1.8106
O6 -3.1283 -0.1162 1.1180
O7 -2.5812 -2.1610 2.5859
O8 -1.0070 -1.3537 0.7113
H11 0.4155 0.6625 5.0992
H12 -4.0230 -0.3220 1.4195
C13 1.0331 2.8382 -3.0128
C14 0.3308 3.5927 -1.8852
C15 1.3325 4.4088 -1.0755
Sb1 -0.6900 2.1095 -0.6547
C16 -2.3441 1.7170 -2.0373
C17 -2.6205 2.8085 -3.0647
C18 -2.1480 0.3660 -2.7214
C19 -1.8032 3.3500 0.7452
C20 -0.8786 3.8687 1.8438
C21 -2.6250 4.4744 0.1321
H13 1.5147 3.5318 -3.7082
H14 0.3453 2.2169 -3.5921
H15 1.8148 2.1857 -2.6103
H16 -0.4157 4.2644 -2.3125
H17 2.0236 3.7656 -0.5229
H18 0.8404 5.0633 -0.3566
H19 1.9354 5.0424 -1.7333
H20 -3.2047 1.6291 -1.3661
H21 -1.7850 2.9209 -3.7591
H22 -2.7992 3.7809 -2.6098
H23 -3.4991 2.5540 -3.6652
H24 -1.2486 0.3612 -3.3461
H25 -2.9920 0.1342 -3.3785
H26 -2.0735 -0.4487 -1.9955
H27 -2.4858 2.6170 1.1892
H28 -0.2016 4.6353 1.4642
H29 -0.2660 3.0793 2.2846
H30 -1.4605 4.3264 2.6492
H31 -1.9944 5.1707 -0.4273
H32 -3.1267 5.0502 0.9158
H33 -3.3954 4.0991 -0.5404

As for the spin multiplicity: 1. The value obtained for the energy is -71525.4107 eV. The value obtained for the HOMO energy is -10.11 eV. The charge is +1. The value obtained for the HOMO-LUMO gap is 6.22 eV. The value obtained for the energy relative to the best compared isomer or geometry (same formula, charge and spin) is 64.56 kcal per mole.

Results of the natural (NBO) charge analysis, in e, for atoms 1 through 2: number 1, Pt, carries 1.5745; number 2, O, carries -0.5466



(4)
DFT (the ωB97M-V functional and the def2-TZVPD basis) results for a single C12H24NO5P molecule at a distorted geometry.

Geometry (Å):
C1 2.1308 -3.1606 0.8179
C2 2.4071 -1.8500 1.8168
C3 1.5070 -0.6126 1.1433
C4 1.8505 0.8606 1.7753
C5 2.2977 1.9999 0.6850
C6 1.1401 2.4194 -0.3986
N1 1.0669 1.3867 -1.5003
P1 2.5036 1.3828 -2.5543
O1 2.2341 0.5790 -3.9259
C7 -0.2340 1.4305 -2.2698
O2 -0.3892 2.0535 -3.4409
O3 -1.3747 0.6647 -1.6656
C8 -1.1717 -0.7553 -2.0176
C9 -1.7736 -1.8147 -0.9023
O4 -3.2402 -1.9266 -0.8990
C10 -3.8887 -0.7896 -0.2250
O5 -5.0497 -0.3517 -0.7869
C11 -3.3801 -0.0415 1.1421
C12 -4.4470 1.0174 1.7957
H1 2.9195 -4.0205 0.9671
H2 1.0132 -3.5077 0.9498
H3 2.2529 -2.7940 -0.3048
H4 3.5258 -1.5484 1.6403
H5 2.1327 -2.0605 2.9346
H6 1.6645 -0.7100 -0.0122
H7 0.3566 -0.8244 1.3734
H8 2.7902 0.7019 2.4942
H9 0.9777 1.2883 2.4279
H10 2.5315 2.9867 1.3153
H11 3.3326 1.6954 0.2002
H12 0.0945 2.5406 0.1564
H13 1.3937 3.5120 -0.8067
H14 3.1070 2.6724 -2.7738
H15 3.5157 0.5777 -1.8560
H16 0.0030 -0.9650 -2.0494
H17 -1.6189 -1.0673 -3.0567
H18 -1.2985 -1.6222 0.1672
H19 -1.3617 -2.8860 -1.2294
H20 -2.3859 0.5591 0.8828
H21 -3.0920 -0.8214 1.9856
H22 -4.0452 2.1057 1.5768
H23 -4.4392 0.8131 2.9718
H24 -5.5585 0.8824 1.4557

As for the spin multiplicity: 1. As for the SMILES: CCCCCCN([PH2]=O)C(=O)OCCOC(=O)CC. The value obtained for the energy is -33841.7272 eV. The value obtained for the HOMO energy is -10.13 eV. The value obtained for the HOMO-LUMO gap is 10.13 eV. The value obtained for the energy relative to the best compared isomer or geometry (same formula, charge and spin) is 0.00 kcal per mole.

Results of the natural (NBO) charge analysis, in e, for atoms 1 through 2: number 1, C, carries -0.6339; number 2, C, carries -0.4078